Below is C26H25IN7O7SV as an isolated structure, with properties calculated with ωB97M-V/def2-TZVPD.

Atoms and positions in Å:
V1 -0.066 0.957 -0.170
C1 -0.886 -0.650 3.862
C2 0.484 -0.825 3.292
N1 1.292 -1.722 3.831
C3 2.530 -1.902 3.371
C4 3.078 -1.165 2.337
C5 4.434 -1.470 1.750
O1 4.330 -2.176 0.525
C6 2.247 -0.214 1.738
C7 2.697 0.678 0.699
N2 1.932 1.288 -0.142
C8 2.589 2.215 -0.996
C9 3.800 1.914 -1.613
C10 4.430 2.856 -2.404
C11 3.870 4.115 -2.571
C12 2.660 4.423 -1.971
C13 2.031 3.467 -1.196
I1 0.113 3.799 -0.349
C14 0.919 -0.068 2.183
O2 0.130 0.690 1.439
H1 -1.091 -1.468 4.547
H2 -1.636 -0.605 3.074
H3 -0.945 0.293 4.412
H4 3.103 -2.689 3.849
H5 4.993 -2.117 2.423
H6 5.005 -0.540 1.632
H7 3.771 -1.706 -0.110
H8 3.763 0.890 0.651
H9 4.209 0.916 -1.509
H10 5.359 2.601 -2.896
H11 4.373 4.859 -3.174
H12 2.207 5.397 -2.099
N3 1.237 0.891 -3.255
N4 0.076 0.965 -2.418
H13 0.951 0.611 -4.187
H14 1.820 0.154 -2.879
H15 -0.552 0.173 -2.582
H16 -0.434 1.788 -2.719
O3 -2.282 -0.563 -2.154
C15 -2.668 0.242 -1.324
N5 -1.851 1.178 -0.715
S1 -2.737 2.206 0.269
O4 -2.798 3.508 -0.345
O5 -2.207 2.154 1.598
C16 -4.284 1.389 0.028
C17 -5.534 1.690 0.524
C18 -6.591 0.892 0.103
C19 -6.391 -0.162 -0.783
C20 -5.129 -0.433 -1.292
C21 -4.077 0.363 -0.879
H17 -5.682 2.510 1.214
H18 -7.585 1.100 0.473
H19 -7.232 -0.776 -1.075
H20 -4.950 -1.236 -1.995
C22 -2.171 -3.725 0.792
N6 -0.989 -3.077 0.235
C23 0.076 -3.782 -0.230
C24 1.151 -3.171 -0.754
C25 1.168 -1.735 -0.873
O6 2.122 -1.139 -1.392
N7 0.067 -1.039 -0.378
C26 -0.974 -1.695 0.239
O7 -1.878 -1.092 0.806
H21 -2.077 -4.800 0.672
H22 -3.060 -3.373 0.270
H23 -2.277 -3.475 1.846
H24 0.006 -4.858 -0.147
H25 2.010 -3.719 -1.107

For the HOMO energy (alpha / beta), the calculation gives -11.7 / -11.7 eV. As for the HOMO-LUMO gap (alpha / beta): 7.06 / 7.46 eV. Its maximum force is 0.0640 Eh/bohr. The calculation puts the lowest unoccupied orbital energy (alpha / beta) at -4.6 / -4.2 eV. Its multiplicity is 2. The net charge is +1. The value obtained for the energy above the lowest of the compared OMol25 structures with the same formula, charge and spin is 21.6 kJ/mol. The total energy is -3555.51149 a.u.